No. 1
{"formula": "C8H26FeN4O7", "method": "wB97M-V/def2-TZVPD", "symbols": ["Fe", "C", "C", "O", "H", "H", "H", "H", "H", "C", "C", "O", "H", "H", "H", "H", "H", "C", "C", "O", "O", "H", "H", "H", "H", "H", "H", "C", "O", "N", "N", "H", "H", "H", "H", "C", "O", "N", "N", "H", "H", "H", "H", "O", "H", "H"], "coordinates": [[0.49, 0.04, 0.56], [-1.36, -1.20, -3.09], [-0.66, 0.09, -2.61], [-0.47, 0.16, -1.26], [-2.35, -1.30, -2.63], [-0.76, -2.09, -2.88], [-1.57, -1.27, -4.17], [-1.31, 0.90, -2.97], [0.29, 0.12, -3.19], [-3.03, -1.64, 2.79], [-1.77, -0.78, 2.85], [-0.97, -0.91, 1.74], [-2.71, -2.61, 2.40], [-3.79, -1.28, 2.10], [-3.43, -1.82, 3.79], [-1.22, -1.12, 3.75], [-2.07, 0.28, 3.02], [-2.12, 2.36, 0.45], [-1.16, 2.67, 1.54], [0.07, 2.06, 1.21], [-1.57, 2.65, -0.84], [-3.08, 2.87, 0.51], [-2.46, 1.31, 0.44], [-1.54, 2.47, 2.55], [-1.02, 3.76, 1.61], [0.84, 2.48, 1.58], [-1.10, 1.82, -1.08], [2.67, 1.86, -1.10], [2.15, 1.03, -0.34], [3.55, 2.80, -0.60], [2.36, 1.93, -2.41], [3.81, 2.52, 0.33], [4.09, 3.30, -1.28], [2.83, 2.56, -3.02], [1.80, 1.17, -2.75], [1.42, -2.94, -0.37], [1.46, -1.84, 0.17], [1.52, -3.03, -1.74], [1.22, -4.11, 0.29], [1.40, -2.20, -2.29], [1.49, -3.91, -2.22], [1.03, -3.97, 1.27], [1.32, -4.97, -0.22], [1.69, 0.04, 2.38], [1.34, -0.18, 3.25], [2.65, -0.09, 2.44]], "gap_ev": [7.03, 6.60], "total_energy_ev": -63398.8600, "multiplicity": 5, "s2": 6.007, "lumo_energy_ev": [0.10, 0.09]}

***

No. 2
{"formula": "C44H53GeHgN2O6PS", "method": "wB97M-V/def2-TZVPD", "symbols": ["Hg", "C", "C", "C", "C", "O", "Ge", "O", "C", "C", "C", "C", "O", "C", "C", "C", "C", "H", "H", "H", "H", "H", "H", "H", "H", "H", "H", "H", "H", "H", "H", "H", "H", "H", "H", "H", "H", "H", "H", "H", "H", "H", "H", "H", "N", "C", "C", "C", "C", "C", "C", "S", "O", "O", "O", "H", "H", "H", "H", "H", "H", "C", "C", "C", "C", "C", "C", "C", "C", "H", "H", "H", "H", "H", "N", "P", "C", "C", "C", "C", "C", "C", "C", "C", "C", "C", "C", "C", "C", "C", "C", "C", "C", "C", "H", "H", "H", "H", "H", "H", "H", "H", "H", "H", "H", "H", "H", "H", "H"], "coordinates": [[-0.03, 0.23, 1.13], [0.23, 2.94, 5.69], [-0.41, 1.84, 4.83], [-0.20, 0.49, 5.53], [-1.91, 2.12, 4.71], [0.15, 1.77, 3.56], [1.74, 2.55, 2.88], [0.98, 2.92, 1.18], [1.09, 4.13, 0.48], [-0.32, 4.70, 0.26], [1.93, 5.19, 1.22], [1.76, 3.88, -0.89], [2.22, 0.83, 2.19], [3.25, -0.01, 2.64], [2.65, -1.34, 3.13], [4.20, -0.26, 1.46], [4.04, 0.62, 3.80], [-0.29, 3.03, 6.65], [1.28, 2.72, 5.88], [0.17, 3.90, 5.16], [-0.70, 0.46, 6.51], [-0.60, -0.31, 4.90], [0.87, 0.31, 5.68], [-2.38, 2.20, 5.69], [-2.06, 3.04, 4.15], [-2.39, 1.31, 4.15], [-0.77, 4.92, 1.23], [-0.29, 5.61, -0.34], [-0.95, 3.96, -0.24], [1.49, 5.39, 2.20], [2.94, 4.81, 1.37], [1.97, 6.11, 0.64], [1.07, 3.40, -1.58], [2.09, 4.82, -1.33], [2.63, 3.24, -0.74], [2.03, -1.78, 2.34], [3.44, -2.05, 3.40], [2.02, -1.15, 3.99], [3.64, -0.70, 0.64], [4.60, 0.70, 1.13], [5.02, -0.92, 1.74], [3.37, 0.83, 4.63], [4.82, -0.07, 4.13], [4.50, 1.56, 3.48], [-0.02, 1.28, -1.78], [-0.20, 1.27, -3.16], [-1.42, 1.62, -3.73], [-1.62, 1.55, -5.10], [-0.59, 1.12, -5.93], [0.63, 0.78, -5.38], [0.84, 0.86, -4.01], [-0.77, 1.06, -7.72], [-0.18, -0.22, -8.10], [-2.21, 1.16, -7.96], [-0.01, 2.22, -8.19], [-0.59, 1.94, -1.27], [0.95, 1.32, -1.48], [-2.23, 1.93, -3.07], [-2.57, 1.81, -5.55], [1.41, 0.44, -6.05], [1.80, 0.60, -3.57], [-2.06, 0.84, 0.90], [-3.27, 0.96, 0.90], [-4.70, 1.08, 0.92], [-5.35, 2.13, 0.26], [-6.73, 2.22, 0.30], [-7.49, 1.28, 0.98], [-6.85, 0.23, 1.63], [-5.47, 0.13, 1.61], [-4.76, 2.86, -0.27], [-7.23, 3.04, -0.21], [-8.57, 1.36, 1.00], [-7.43, -0.50, 2.17], [-4.96, -0.68, 2.11], [0.25, -1.84, 0.88], [0.46, -2.63, -0.41], [-0.66, -2.46, -1.86], [-0.58, -3.30, -2.96], [-1.43, -3.11, -4.05], [-2.36, -2.08, -4.03], [-2.47, -1.27, -2.92], [-1.62, -1.46, -1.83], [2.12, -2.61, -1.21], [2.39, -2.22, -2.51], [3.69, -2.22, -3.00], [4.74, -2.60, -2.18], [4.49, -2.98, -0.87], [3.19, -2.98, -0.39], [0.29, -4.44, -0.06], [-0.60, -4.75, 0.96], [-0.86, -6.07, 1.29], [-0.22, -7.10, 0.62], [0.70, -6.79, -0.37], [0.96, -5.47, -0.71], [0.15, -4.10, -2.98], [-1.35, -3.76, -4.91], [-2.99, -1.92, -4.89], [-3.20, -0.47, -2.90], [-1.70, -0.81, -0.96], [1.58, -1.90, -3.16], [3.88, -1.91, -4.02], [5.75, -2.61, -2.56], [5.31, -3.27, -0.22], [2.98, -3.28, 0.64], [-1.08, -3.93, 1.48], [-1.57, -6.31, 2.09], [-0.42, -8.13, 0.86], [1.23, -7.59, -0.89], [1.69, -5.25, -1.48]], "gap_ev": 7.02, "total_energy_ev": -142570.4781, "de_lowest_kcal_mol": 18.49, "multiplicity": 1, "charge": -2, "lumo_energy_ev": 3.95}

***

No. 3
{"formula": "C4H8O", "method": "wB97M-V/def2-TZVPD", "symbols": ["C", "C", "C", "C", "O", "H", "H", "H", "H", "H", "H", "H", "H"], "coordinates": [[1.59, -0.59, -0.08], [0.41, 0.30, -0.45], [-1.42, 1.17, 1.69], [-0.72, -0.50, -1.04], [-1.85, -0.52, -0.58], [2.40, 0.01, 0.34], [1.30, -1.33, 0.68], [1.98, -1.13, -0.95], [0.72, 1.05, -1.19], [-2.24, 1.55, 1.05], [0.04, 0.85, 0.44], [-1.80, 0.17, 1.97], [-0.47, -1.10, -1.94]], "gap_ev": [8.60, 8.63], "total_energy_ev": -6320.1434, "de_lowest_kcal_mol": 115.87, "multiplicity": 1, "lumo_energy_ev": [-0.54, -0.56]}

***

No. 4
{"formula": "C5H15NO", "method": "wB97M-V/def2-TZVPD", "symbols": ["C", "C", "C", "C", "C", "N", "H", "H", "H", "H", "H", "H", "H", "H", "H", "H", "H", "H", "H", "O", "H", "H"], "coordinates": [[2.26, -0.21, -1.87], [1.93, -0.38, -0.42], [0.70, 0.52, -0.11], [0.07, 0.13, 1.39], [-1.11, 0.92, 1.82], [-2.37, 0.34, 1.09], [1.42, 0.24, -2.37], [2.95, -1.06, -2.11], [2.89, 0.57, -1.93], [1.66, -1.41, -0.01], [2.80, -0.01, 0.17], [-0.06, 0.42, -0.86], [0.94, 1.57, -0.02], [0.82, 0.32, 2.23], [-0.21, -1.01, 1.47], [-0.98, 1.95, 1.74], [-1.33, 0.73, 2.92], [-3.06, 1.10, 1.07], [-2.00, -0.10, 0.13], [-2.57, -1.79, -1.14], [-1.99, -1.97, -1.81], [-2.77, -0.88, -1.37]], "gap_ev": 9.74, "total_energy_ev": -8963.7106, "smiles": "CCCCCN.O", "de_lowest_kcal_mol": 61.06, "multiplicity": 1, "lumo_energy_ev": 0.75}